ORCA calculation (the ωB97M-V functional and the def2-TZVPD basis) on a cluster of 2 separate species, C21H26NO5 in total.

Each line ends with the Löwdin charge.
Positions of all 53 atoms, in Å:
C (-3.635, -0.768, 1.853)  -0.04
C (-2.425, -0.432, 1.005)  -0.25
C (-2.011, 0.864, 0.799)  -0.03
C (-0.926, 1.172, 0.001)  -0.04
C (-0.240, 0.130, -0.588)  -0.04
C (-0.646, -1.177, -0.392)  -0.23
C (0.151, -2.261, -1.107)  -0.05
N (1.451, -2.517, -0.428)  0.04
C (1.361, -2.963, 0.837)  0.01
C (2.448, -3.264, 1.582)  0.05
C (3.717, -3.099, 1.012)  -0.07
C (4.985, -3.412, 1.813)  -0.45
O (5.629, -4.415, 1.644)  0.18
O (5.285, -2.476, 2.754)  0.14
C (3.779, -2.643, -0.287)  0.08
C (2.642, -2.327, -1.015)  -0.11
C (2.766, -1.825, -2.440)  -0.05
C (4.077, -1.041, -2.766)  -0.39
C (3.722, 0.369, -3.331)  -0.04
O (4.748, -1.741, -3.820)  -0.04
C (-1.725, -1.476, 0.415)  -0.01
H (-3.989, -1.774, 1.588)  0.08
H (-3.443, -0.759, 2.932)  0.09
H (-4.484, -0.105, 1.644)  0.08
H (-2.527, 1.706, 1.260)  0.12
H (-0.583, 2.187, -0.176)  0.12
H (0.615, 0.316, -1.240)  0.11
H (0.266, -1.983, -2.153)  0.12
H (-0.419, -3.200, -1.102)  0.15
H (0.375, -3.107, 1.271)  0.15
H (2.353, -3.643, 2.596)  0.15
H (4.946, -1.622, 2.445)  0.13
H (4.770, -2.519, -0.714)  0.15
H (2.638, -2.670, -3.131)  0.15
H (1.933, -1.149, -2.670)  0.09
H (4.728, -0.862, -1.910)  0.13
H (4.570, 0.724, -3.928)  0.09
H (2.835, 0.319, -3.973)  0.09
H (3.620, 1.064, -2.489)  0.09
H (4.177, -1.618, -4.588)  0.10
H (-1.995, -2.521, 0.563)  0.12
O (-2.846, 3.993, -0.428)  0.11
C (-3.576, 4.334, 0.458)  -0.50
O (-3.132, 4.873, 1.618)  0.02
C (-4.236, 5.076, 2.519)  -0.15
C (-5.468, 5.136, 1.631)  -0.15
C (-5.084, 4.200, 0.490)  -0.07
H (-4.270, 4.239, 3.221)  0.13
H (-4.083, 5.996, 3.078)  0.13
H (-6.384, 4.854, 2.147)  0.12
H (-5.598, 6.148, 1.246)  0.12
H (-5.342, 3.161, 0.708)  0.13
H (-5.521, 4.508, -0.456)  0.13

As for the HOMO-LUMO gap: 0.293 Ha. For the LUMO energy, the calculation gives -0.155 Eh. For the total energy, the calculation gives -1246.54827 Ha. The highest occupied orbital energy comes out at -12.2014 eV. Its largest force on an atom is 2.11 eV Å⁻¹. The net charge is +1.


ORCA calculation (the ωB97M-V functional and the def2-TZVPD basis) on a cluster of 2 separate species, C5H12Cl2N in total.

Each line ends with the Löwdin charge.
Positions of all 20 atoms, in Å:
C (-0.753, -1.256, -1.467)  -0.03
C (-1.702, -0.050, 0.691)  -0.03
C (1.550, -0.118, 1.970)  -0.16
C (-0.831, -0.100, -0.555)  -0.32
C (1.738, 0.056, 0.522)  -0.97
N (-0.499, 1.213, -1.193)  0.13
Cl (2.220, 1.633, -0.356)  0.61
Cl (2.440, -1.351, -0.263)  0.65
H (-0.194, -0.822, -2.287)  0.10
H (-0.275, -2.010, -0.910)  0.07
H (-1.705, -1.509, -1.679)  0.06
H (-1.518, 0.972, 1.091)  0.08
H (-2.719, -0.083, 0.371)  0.07
H (-1.471, -0.910, 1.476)  0.15
H (0.948, 0.698, 2.249)  0.07
H (2.562, 0.066, 2.449)  0.13
H (1.251, -1.069, 2.056)  0.03
H (0.574, 1.340, -1.474)  0.07
H (-0.670, 2.054, -0.619)  0.16
H (-0.943, 1.248, -2.070)  0.13

As for the HOMO-LUMO gap (spin up / spin down): 0.311 / 0.309 Ha. For the LUMO energy (spin up / spin down), the calculation gives -0.143 / -0.153 Eh. For the total energy, the calculation gives -1172.44872 Ha. The highest occupied orbital energy (spin up / spin down) comes out at -12.3554 / -12.5605 eV. The calculation puts the energy above the lowest of the compared OMol25 structures with the same formula, charge and spin at 96.3 kcal per mole. Its largest force on an atom is 5.76 eV Å⁻¹. The net charge is +1.


ORCA calculation (the ωB97M-V functional and the def2-TZVPD basis) on a structure of composition C14H11ClIrN2O2.

Each line ends with the Löwdin spin population.
Positions of all 31 atoms, in Å:
Cl (0.129, 3.038, -1.564)  0.83
C (-1.938, -0.415, -2.065)  0.21
C (-1.076, -1.526, -1.800)  0.30
C (0.169, -1.295, -2.425)  0.22
H (-1.336, -2.397, -1.207)  0.01
C (0.120, -0.017, -3.131)  0.15
C (-1.246, 0.515, -2.929)  0.15
H (-1.607, 1.450, -3.338)  0.00
H (-2.952, -0.294, -1.703)  0.00
H (1.044, -1.943, -2.427)  0.00
C (1.205, 0.608, -3.940)  0.02
Ir (-0.072, 0.656, -1.061)  1.55
C (1.702, 0.865, -0.393)  0.12
O (2.776, 1.101, -0.001)  0.05
C (-0.950, 1.419, 0.439)  0.17
O (-1.392, 1.970, 1.353)  0.07
H (2.190, 0.344, -3.536)  0.00
H (1.105, 1.697, -3.915)  0.01
H (1.135, 0.253, -4.972)  0.01
N (2.877, 0.620, 5.085)  0.27
C (1.976, 0.222, 4.452)  0.04
C (0.877, -0.250, 3.654)  0.19
C (-0.407, -0.400, 4.191)  0.00
C (-1.436, -0.834, 3.356)  0.09
C (-1.149, -1.039, 1.995)  0.23
N (0.067, -0.821, 1.509)  0.10
C (1.087, -0.529, 2.296)  0.19
H (-0.580, -0.180, 5.242)  0.00
H (-2.459, -0.995, 3.694)  0.00
H (-1.927, -1.357, 1.290)  0.01
H (2.069, -0.468, 1.848)  0.01

As for the expectation value of S²: 8.8071. As for the HOMO-LUMO gap (spin up / spin down): 0.160 / 0.157 Ha. For the LUMO energy (spin up / spin down), the calculation gives -0.317 / -0.464 Eh. For the total energy, the calculation gives -1363.68967 Ha. The highest occupied orbital energy (spin up / spin down) comes out at -12.9670 / -16.8889 eV. Its largest force on an atom is 6.07 eV Å⁻¹. Its multiplicity is 6. The net charge is +2.


ORCA calculation (the ωB97M-V functional and the def2-TZVPD basis) on a structure of composition C8H13ErGaO3P.

Each line ends with the Löwdin spin population.
Positions of all 27 atoms, in Å:
C (-2.402, -2.295, 1.805)  0.07
P (-1.702, -0.605, 2.232)  0.57
O (-2.717, 0.506, 1.493)  0.16
Ga (0.492, -0.437, 1.346)  0.08
C (0.906, -2.245, 0.413)  0.06
O (2.193, -2.065, -0.157)  0.02
O (2.424, -2.927, -1.215)  0.01
C (0.500, 0.990, -0.147)  0.01
C (1.325, 2.180, -0.088)  0.00
C (1.248, 3.177, -1.171)  0.00
C (0.343, 2.929, -2.269)  0.00
C (-0.468, 1.723, -2.374)  0.00
C (-0.381, 0.750, -1.295)  0.00
H (-1.600, -3.054, 1.967)  0.00
H (-2.786, -2.246, 0.756)  0.01
H (-3.263, -2.561, 2.470)  0.01
H (-3.285, 0.059, 0.831)  0.00
H (1.585, -0.151, 2.482)  0.00
H (0.079, -2.394, -0.333)  0.00
H (0.857, -3.086, 1.164)  0.00
H (1.602, -3.075, -1.726)  0.00
H (2.014, 2.316, 0.793)  0.00
H (1.834, 4.125, -1.167)  0.00
H (0.241, 3.675, -3.093)  0.00
H (-1.148, 1.539, -3.234)  0.00
H (-0.986, -0.180, -1.345)  0.00
Er (3.096, 3.352, 1.862)  2.01

As for the expectation value of S²: 3.7572. As for the HOMO-LUMO gap (spin up / spin down): 0.146 / 0.151 Ha. For the LUMO energy (spin up / spin down), the calculation gives -0.361 / -0.358 Eh. For the total energy, the calculation gives -3818.57893 Ha. The highest occupied orbital energy (spin up / spin down) comes out at -13.8091 / -13.8524 eV. Its largest force on an atom is 3.40 eV Å⁻¹. Its multiplicity is 4. The net charge is +2.


ORCA calculation (the ωB97M-V functional and the def2-TZVPD basis) on a cluster of 2 separate species, C9H14O in total.

Each line ends with the Löwdin charge.
Positions of all 24 atoms, in Å:
C (0.216, -4.001, -1.449)  -0.07
C (0.100, -2.499, -1.209)  -0.25
C (0.966, -1.598, -1.976)  -0.06
C (0.948, -0.299, -1.725)  -0.09
C (0.046, 0.272, -0.771)  -0.10
C (-0.875, -0.523, -0.276)  -0.13
C (-0.938, -1.968, -0.403)  -0.02
H (0.353, -4.162, -2.498)  0.06
H (-0.738, -4.509, -1.149)  0.08
H (1.051, -4.383, -0.794)  0.10
H (1.637, -2.018, -2.649)  0.09
H (1.618, 0.328, -2.253)  0.10
H (0.078, 1.289, -0.718)  0.06
H (-1.769, -0.066, 0.205)  0.11
H (-1.624, -2.681, 0.117)  0.12
C (-0.674, 2.116, 2.610)  -0.11
C (0.036, 2.968, 1.595)  -0.30
O (0.272, 4.273, 2.199)  -0.05
H (-1.447, 2.654, 3.112)  0.06
H (-0.095, 1.535, 3.423)  0.09
H (-0.946, 0.997, 2.225)  0.11
H (1.028, 2.597, 1.196)  0.12
H (-0.588, 3.270, 0.764)  0.10
H (0.313, 4.154, 3.062)  -0.02

Its structure (SMILES) is Cc1ccccc1.CCO. As for the HOMO-LUMO gap: 0.368 Ha. For the LUMO energy, the calculation gives 0.035 Eh. For the total energy, the calculation gives -426.48711 Ha. The highest occupied orbital energy comes out at -9.0529 eV. The calculation puts the energy above the lowest of the compared OMol25 structures with the same formula, charge and spin at 53.8 kcal per mole. Its largest force on an atom is 6.27 eV Å⁻¹.


ORCA calculation (the ωB97M-V functional and the def2-TZVPD basis) on a cluster of 2 separate species, C10H7F2O3 in total.

Each line ends with the Löwdin charge.
Positions of all 22 atoms, in Å:
C (-1.950, -1.514, 0.921)  -0.19
C (-1.176, -0.447, 1.486)  -0.10
C (-2.482, -1.464, -0.378)  -0.18
C (-1.149, 0.768, 0.685)  -0.09
C (-2.082, -0.474, -1.209)  -0.08
C (-1.592, 0.806, -0.678)  -0.23
C (2.386, 0.364, 0.759)  0.00
C (1.680, 0.453, -0.360)  -0.16
C (3.758, -0.281, 0.728)  -0.50
C (-1.210, 1.871, -1.459)  -0.40
O (3.990, -1.401, -0.057)  0.08
O (4.689, 0.092, 1.413)  0.06
O (1.068, 0.486, -1.356)  0.17
F (-1.713, 2.189, -2.679)  0.03
F (-0.858, 3.034, -0.890)  0.03
H (-2.105, -2.526, 1.495)  0.09
H (-0.986, -0.356, 2.511)  0.06
H (-2.760, -2.444, -0.813)  0.09
H (-0.666, 1.635, 1.157)  0.09
H (-2.481, -0.284, -2.132)  0.06
H (2.376, 1.141, 1.461)  0.09
H (3.262, -1.649, -0.603)  0.08

As for the HOMO-LUMO gap: 0.185 Ha. For the LUMO energy, the calculation gives 0.116 Eh. For the total energy, the calculation gives -810.63731 Ha. The highest occupied orbital energy comes out at -1.8853 eV. The calculation puts the energy above the lowest of the compared OMol25 structures with the same formula, charge and spin at 93.0 kcal per mole. Its largest force on an atom is 5.51 eV Å⁻¹. The net charge is -1.